Density functional theory data (ωB97M-V/def2-TZVPD) for a 2-piece molecular cluster, C4H3F2N3O2 overall at a distorted geometry.

Output
Gap between HOMO and LUMO = 0.341 hartree
Structure (SMILES) = O=[N+]([O-])/C(F)=C/N=C/F.C#N
DFT total energy = -18191.0342 eV
Energy relative to the best compared isomer or geometry (same formula, charge and spin) = 132.3 kJ/mol

ORCA input file:
```
! RIJCOSX wB97M-V def2-TZVPD def2/J DEFGRID3
* xyz 0 1
O -0.32 2.07 -1.60
N 0.05 1.74 -0.51
O 0.32 2.43 0.43
C 0.23 0.30 -0.30
F 0.25 -0.02 1.03
C 0.23 -0.55 -1.33
N 0.35 -1.85 -1.03
C 1.25 -2.61 -0.54
F 1.08 -3.87 -0.45
H 0.02 -0.43 -2.39
H 2.25 -2.38 -0.37
C -1.95 1.72 2.40
N -2.21 1.11 1.47
H -1.55 2.33 3.19
*
```

Quick look at the Löwdin charges, all values in e:
1 O 0.086
2 N -0.384
3 O 0.079
4 C -0.202
5 F 0.072
6 C -0.047
7 N 0.110
8 C -0.198
9 F 0.129
10 H 0.144
11 H 0.125
12 C -0.066
13 N 0.080
14 H 0.070

---

Density functional theory data (ωB97M-V/def2-TZVPD) for a 2-piece molecular cluster, C4H3F3 overall at a distorted geometry.

Output
Gap between HOMO and LUMO = 0.393 hartree
Structure (SMILES) = FC#CF.C=CF
DFT total energy = -12343.6851 eV
Energy relative to the best compared isomer or geometry (same formula, charge and spin) = 378.5 kJ/mol

ORCA input file:
```
! RIJCOSX wB97M-V def2-TZVPD def2/J DEFGRID3
* xyz 0 1
F -2.24 0.71 1.81
C -1.09 0.21 1.91
C -0.23 -0.60 2.10
F 0.94 -1.28 1.99
C -0.23 0.31 -1.50
C 0.99 0.04 -1.14
F 1.54 -1.20 -1.01
H -0.95 -0.30 -2.02
H -0.48 1.38 -1.44
H 1.76 0.73 -0.70
*
```

Quick look at the Löwdin charges, all values in e:
1 F 0.144
2 C -0.156
3 C -0.056
4 F 0.055
5 C 0.006
6 C -0.235
7 F -0.026
8 H 0.067
9 H 0.070
10 H 0.130

---

Density functional theory data (ωB97M-V/def2-TZVPD) for a 3-piece molecular cluster, C4H3FIO2 overall at a distorted geometry.

Output
Gap between HOMO and LUMO = 0.217 hartree
DFT total energy = -19107.1519 eV
Energy relative to the best compared isomer or geometry (same formula, charge and spin) = 283.9 kJ/mol

ORCA input file:
```
! RIJCOSX wB97M-V def2-TZVPD def2/J DEFGRID3
* xyz -1 1
C -1.25 -2.27 1.32
C -0.04 2.09 1.92
C -0.03 -1.58 0.90
C -0.29 2.22 0.75
O -0.11 -2.94 1.52
O -2.44 -2.43 1.41
F -1.06 2.37 -0.29
I 3.11 2.73 -3.55
H 0.49 -0.85 1.41
H 0.57 2.32 2.71
H 0.34 -1.66 -0.07
*
```

Quick look at the Löwdin charges, all values in e:
1 C -0.453
2 C 0.095
3 C 0.040
4 C -0.180
5 O 0.087
6 O 0.126
7 F 0.099
8 I -0.994
9 H 0.073
10 H 0.003
11 H 0.103

---

Which value of DFT total energy does entry 1 give? -18191.0342 eV

---

Number 3 is which compound? C4H3FIO2

---

What is the energy relative to the best compared isomer or geometry (same formula, charge and spin) in the third record? 283.9 kJ/mol

---

Repeat the first record exactly.
Density functional theory data (ωB97M-V/def2-TZVPD) for a 2-piece molecular cluster, C4H3F2N3O2 overall at a distorted geometry.

Output
Gap between HOMO and LUMO = 0.341 hartree
Structure (SMILES) = O=[N+]([O-])/C(F)=C/N=C/F.C#N
DFT total energy = -18191.0342 eV
Energy relative to the best compared isomer or geometry (same formula, charge and spin) = 132.3 kJ/mol

ORCA input file:
```
! RIJCOSX wB97M-V def2-TZVPD def2/J DEFGRID3
* xyz 0 1
O -0.32 2.07 -1.60
N 0.05 1.74 -0.51
O 0.32 2.43 0.43
C 0.23 0.30 -0.30
F 0.25 -0.02 1.03
C 0.23 -0.55 -1.33
N 0.35 -1.85 -1.03
C 1.25 -2.61 -0.54
F 1.08 -3.87 -0.45
H 0.02 -0.43 -2.39
H 2.25 -2.38 -0.37
C -1.95 1.72 2.40
N -2.21 1.11 1.47
H -1.55 2.33 3.19
*
```

Quick look at the Löwdin charges, all values in e:
1 O 0.086
2 N -0.384
3 O 0.079
4 C -0.202
5 F 0.072
6 C -0.047
7 N 0.110
8 C -0.198
9 F 0.129
10 H 0.144
11 H 0.125
12 C -0.066
13 N 0.080
14 H 0.070